Formula: C6H11NOS
Source: the OMol25 dataset
Level of theory: ωB97M-V/def2-TZVPD

Properties
DFT total energy: -763.2643 Eh
LUMO level: 0.73 eV
HOMO: -8.2 eV
SMILES string: C=C(/N=C\SC)OCC
relative energy (zero: lowest compared OMol25 entry of this formula, charge and spin): 89.3 kcal/mol

ORCA input file:
```
! RIJCOSX wB97M-V def2-TZVPD def2/J DEFGRID3
* xyz 0 1
S 3.15 -0.21 -0.19
O -0.40 -0.05 0.43
N 0.91 1.68 -0.21
C -0.29 1.30 0.31
C 2.02 1.17 -0.43
C -1.70 -0.70 0.39
C -1.11 2.34 0.53
C -2.29 -0.59 -1.02
C 2.74 -1.86 0.48
H -2.49 0.32 -1.45
H 1.92 -2.29 -0.17
H 3.63 -2.28 0.46
H -1.59 -0.96 -1.65
H 2.79 1.67 -0.94
H -0.74 3.38 0.37
H -3.15 -1.37 -0.99
H 2.48 -1.84 1.50
H -2.07 2.20 0.86
H -2.49 -0.20 0.97
H -1.30 -1.74 0.75
*
```